No. 1
A 5-piece molecular cluster, C25H51FNO12PS4Si overall at a distorted geometry. Source: the OMol25 dataset; level of theory: the ωB97M-V functional and the def2-TZVPD basis.

CARTESIAN COORDINATES (ANGSTROEM)
S1 0.265 0.635 -4.187
S2 -0.709 -1.686 0.515
S3 8.219 -1.808 -4.028
S4 2.839 -1.271 -6.874
P1 -5.249 -0.741 2.947
Si1 -5.256 0.913 4.464
F1 -3.905 4.214 2.823
O1 2.464 -0.961 -5.513
O2 1.184 1.512 -3.494
O3 -1.201 -2.155 1.790
O4 -5.659 -2.180 3.813
O5 -6.523 2.776 6.786
O6 0.668 -0.654 -4.697
O7 1.954 -1.023 -7.993
O8 -1.454 -1.862 -0.713
O9 -8.067 1.319 7.708
O10 8.209 -3.207 -3.663
O11 7.865 -1.356 -5.355
O12 -7.950 1.437 9.992
N1 -3.594 -0.877 2.262
C1 -0.534 1.561 -5.493
C2 9.803 -1.111 -3.596
C3 -7.499 0.889 8.948
C4 -5.589 2.520 3.414
C5 9.462 0.229 -2.956
C6 3.410 -2.966 -6.938
C7 -2.014 1.643 -5.116
C8 1.188 0.006 1.134
C9 4.896 -2.903 -7.299
C10 -0.265 0.034 0.679
C11 -6.391 -0.245 9.138
C12 8.265 -0.040 -2.042
C13 0.956 -2.300 0.286
C14 4.421 -0.518 -7.213
C15 -3.502 2.150 7.673
C16 -6.695 0.502 5.662
C17 1.868 -1.071 0.285
C18 -2.104 1.574 -3.590
C19 -3.509 0.911 5.257
C20 -4.756 3.796 3.923
C21 5.438 -1.569 -6.785
C22 7.262 -0.880 -2.835
C23 -7.028 1.636 6.731
C24 -1.191 0.429 -3.174
C25 -3.480 0.730 6.859
H1 -5.435 0.191 9.608
H2 10.278 -1.781 -2.877
H3 3.256 -3.411 -5.953
H4 -2.514 2.364 8.209
H5 -0.076 2.552 -5.533
H6 -1.748 2.515 -3.156
H7 -3.130 1.413 -3.251
H8 6.429 -1.353 -7.184
H9 5.511 -1.596 -5.695
H10 10.423 -1.016 -4.487
H11 -3.432 -1.902 2.172
H12 -4.375 2.065 8.430
H13 -2.865 1.833 4.999
H14 1.014 -2.845 -0.657
H15 -5.520 4.640 4.115
H16 1.990 -0.703 -0.740
H17 10.311 0.636 -2.403
H18 -6.725 2.695 3.348
H19 -0.387 1.046 -6.443
H20 -4.246 -0.019 7.265
H21 1.187 -2.968 1.117
H22 -2.443 0.275 7.110
H23 -1.635 -0.538 -3.421
H24 -3.793 3.031 6.989
H25 -2.553 0.795 -5.552
H26 9.182 0.953 -3.728
H27 2.862 -1.317 0.665
H28 7.810 0.887 -1.688
H29 4.513 0.418 -6.663
H30 6.558 -0.250 -3.383
H31 5.440 -3.751 -6.875
H32 -5.229 -2.059 4.700
H33 -6.505 -0.529 6.123
H34 -6.863 -1.048 9.824
H35 -2.922 0.009 4.822
H36 5.013 -2.949 -8.387
H37 -4.169 3.600 4.888
H38 8.598 -0.599 -1.161
H39 -0.360 0.498 -0.304
H40 -7.645 0.379 5.007
H41 2.836 -3.513 -7.687
H42 6.717 -1.571 -2.192
H43 -6.088 -0.789 8.181
H44 -5.223 2.272 2.344
H45 4.479 -0.330 -8.288
H46 -0.930 0.523 1.392
H47 -2.470 2.556 -5.507
H48 1.665 0.980 1.011
H49 1.244 -0.268 2.192
H50 -3.623 -0.511 1.290
H51 -0.919 0.458 -2.122

Calculated values
Gap between HOMO and LUMO: 7.8 eV
Spin multiplicity: 1
SMILES string: CCC[Si@](CCF)(CC(=O)OC(C)=O)P(N)O.O=S1(=O)CCCC1.O=S1(=O)CCCC1.O=S1(=O)CCCC1.O=S1(=O)CCCC1
LUMO: 0.095 eV
HOMO level: -7.714 eV

***

No. 2
A 3-piece molecular cluster, C3H10O3S overall at a distorted geometry. Source: the OMol25 dataset; level of theory: the ωB97M-V functional and the def2-TZVPD basis.

CARTESIAN COORDINATES (ANGSTROEM)
S1 -2.206 -1.769 0.178
O1 -4.122 2.639 4.109
O2 4.366 -0.267 -1.815
O3 1.072 0.204 -2.608
C1 -0.621 -1.400 -0.641
C2 0.005 -0.009 -0.393
C3 1.086 0.454 -1.394
H1 0.096 -2.235 -0.474
H2 -4.942 2.258 4.279
H3 -1.927 -2.785 1.204
H4 -0.855 0.640 -0.543
H5 -0.571 -1.251 -1.778
H6 1.920 1.220 -1.095
H7 -3.537 1.907 4.105
H8 4.588 0.518 -1.272
H9 0.557 0.092 0.582
H10 5.093 -0.215 -2.442

Calculated values
Gap between HOMO and LUMO (spin up / spin down): 9.4 / 4.5 eV
Relative energy (zero: lowest compared OMol25 entry of this formula, charge and spin): 36.9 kcal per mole
Spin multiplicity: 2
LUMO (spin up / spin down): -4.508 / -9.412 eV
Charge: +1
HOMO level (spin up / spin down): -13.871 / -13.871 eV
<S²>: 0.76

***

No. 3
A 6-piece molecular cluster, C8H30N2O6 overall at a distorted geometry. Source: the OMol25 dataset; level of theory: the ωB97M-V functional and the def2-TZVPD basis.

CARTESIAN COORDINATES (ANGSTROEM)
O1 -0.721 1.160 4.687
O2 -1.701 -0.041 1.543
O3 1.902 -1.499 2.186
O4 2.612 2.442 -0.796
O5 -0.335 -1.746 4.610
O6 -2.507 -2.859 -3.787
N1 -0.889 -0.739 -1.351
N2 1.680 1.358 2.637
C1 1.487 1.947 1.286
C2 3.601 2.051 -1.761
C3 2.795 1.864 0.489
C4 0.923 3.424 1.330
C5 -2.289 -3.143 -5.110
C6 -1.603 -1.887 -3.304
C7 -3.252 -1.169 -1.501
C8 -1.853 -1.713 -1.799
H1 -0.934 -2.515 4.676
H2 -1.352 -3.715 -5.226
H3 -0.703 -0.045 -2.072
H4 -3.947 -1.872 -2.018
H5 -3.097 -3.736 -5.501
H6 0.773 1.314 3.097
H7 2.050 -1.644 1.252
H8 3.610 2.385 1.004
H9 1.703 4.143 1.549
H10 3.444 2.606 -2.648
H11 -1.816 0.240 2.466
H12 -3.340 -1.100 -0.426
H13 -0.962 -0.655 1.608
H14 4.628 2.218 -1.449
H15 1.855 -0.517 2.340
H16 -0.728 1.397 5.610
H17 -1.337 -0.191 -0.623
H18 0.794 1.278 0.815
H19 -0.754 0.159 4.738
H20 -2.175 -2.279 -5.768
H21 3.078 0.825 0.370
H22 0.017 3.537 1.949
H23 0.316 -1.906 3.892
H24 -3.314 -0.191 -1.957
H25 -0.602 -2.227 -3.525
H26 3.491 0.989 -2.046
H27 -1.679 -2.675 -1.309
H28 0.654 3.624 0.309
H29 -1.717 -0.876 -3.750
H30 2.192 1.980 3.285

Calculated values
Gap between HOMO and LUMO: 9.5 eV
Relative energy (zero: lowest compared OMol25 entry of this formula, charge and spin): 3.8 kcal per mole
Spin multiplicity: 1
SMILES string: COC[C@H](C)N.COC[C@H](C)N.O.O.O.O
LUMO: 0.489 eV
HOMO level: -9.056 eV

***

No. 4
C15H31F5OP2TeTi as an isolated structure at a distorted geometry. Source: the OMol25 dataset; level of theory: the ωB97M-V functional and the def2-TZVPD basis.

CARTESIAN COORDINATES (ANGSTROEM)
Te1 -0.502 -5.445 0.604
Ti1 -0.269 -1.238 1.885
P1 2.181 -0.568 0.694
P2 -1.428 -2.291 -0.624
F1 1.341 -5.859 1.085
F2 -2.073 -4.874 -0.527
F3 0.385 -4.470 -0.763
F4 -1.117 -0.692 3.395
F5 -0.328 -7.026 -0.447
O1 -0.519 -2.946 1.467
C1 1.061 2.932 -0.065
C2 -3.242 -2.046 -0.463
C3 1.975 0.171 2.375
C4 -0.511 2.923 -2.215
C5 -1.367 1.932 -1.499
C6 3.731 -0.032 -0.025
C7 -0.756 -0.587 -0.179
C8 0.497 3.010 1.157
C9 0.745 -0.156 -0.437
C10 -1.100 -2.339 -2.440
C11 -1.909 2.137 -0.257
C12 2.254 -2.308 1.169
C13 -1.897 3.498 0.385
C14 0.526 3.650 -1.302
C15 -0.754 3.794 1.419
H1 -0.184 -1.792 -2.709
H2 -0.544 4.877 1.368
H3 1.395 3.892 -1.918
H4 -1.154 -0.037 0.767
H5 4.523 -0.685 0.361
H6 3.998 0.996 0.268
H7 -1.146 3.689 -2.697
H8 1.391 -2.647 1.812
H9 2.720 -0.278 3.053
H10 -0.949 -3.393 -2.698
H11 -3.641 -1.467 -1.312
H12 1.031 -0.475 -1.449
H13 2.028 2.397 -0.199
H14 -3.671 -3.058 -0.426
H15 2.264 -2.987 0.320
H16 0.013 2.401 -3.038
H17 3.705 -0.145 -1.114
H18 0.732 0.937 -0.450
H19 -2.863 3.652 0.865
H20 1.075 2.735 2.035
H21 -3.485 -1.561 0.492
H22 -2.486 1.376 0.278
H23 3.163 -2.485 1.760
H24 -1.685 1.130 -2.188
H25 -1.815 4.265 -0.405
H26 0.080 4.622 -1.007
H27 -1.134 3.579 2.438
H28 0.966 0.077 2.861
H29 -1.930 -1.927 -3.034
H30 2.185 1.246 2.381
H31 -1.504 -0.105 -0.808

Calculated values
Gap between HOMO and LUMO (spin up / spin down): 4.9 / 5.7 eV
Relative energy (zero: lowest compared OMol25 entry of this formula, charge and spin): 99.8 kcal per mole
Spin multiplicity: 3
LUMO (spin up / spin down): -0.011 / -0.048 eV
HOMO level (spin up / spin down): -4.934 / -5.718 eV
<S²>: 2.01

***

No. 5
One molecule with the formula C16H22ClNO2 at a distorted geometry. Source: the OMol25 dataset; level of theory: the ωB97M-V functional and the def2-TZVPD basis.

CARTESIAN COORDINATES (ANGSTROEM)
Cl1 5.582 -1.284 -0.951
O1 0.434 -3.822 -0.198
O2 -1.204 -0.453 2.305
N1 -0.957 0.872 0.456
C1 -0.780 2.727 1.734
C2 -0.835 -3.092 0.349
C3 -1.633 2.650 -0.957
C4 -0.699 3.845 -0.437
C5 -1.377 -2.206 -0.435
C6 3.808 -3.159 -1.453
C7 3.042 -1.281 -0.323
C8 1.699 -1.929 0.007
C9 3.942 -1.985 -0.887
C10 -1.011 1.353 -0.931
C11 0.030 1.708 1.146
C12 1.518 -3.078 -0.382
C13 -0.853 4.158 0.935
C14 -2.222 -1.275 0.331
C15 2.547 -3.780 -1.192
C16 -1.495 -0.106 1.067
H1 -2.037 2.702 -1.909
H2 -2.025 -2.546 -1.152
H3 1.093 -1.480 0.701
H4 -1.344 -3.786 0.573
H5 0.500 1.220 2.139
H6 0.104 3.642 -1.056
H7 3.242 -0.352 0.217
H8 -1.692 2.642 1.938
H9 -1.265 4.670 -1.160
H10 -1.469 0.698 -1.642
H11 0.994 2.020 0.793
H12 -0.395 3.108 2.847
H13 -0.820 -1.703 -1.373
H14 2.091 -4.918 -1.488
H15 4.399 -3.752 -2.136
H16 -2.976 -1.758 0.956
H17 0.011 1.390 -1.487
H18 -2.816 -0.702 -0.261
H19 0.084 4.755 1.203
H20 -2.801 2.562 -0.399
H21 -1.832 4.467 1.247
H22 -0.581 -2.742 1.263

Calculated values
Gap between HOMO and LUMO: 9.2 eV
Relative energy (zero: lowest compared OMol25 entry of this formula, charge and spin): 277.2 kcal per mole
Spin multiplicity: 1
SMILES string: O=C(CCCOc1ccc(Cl)cc1)N1CCCCCC1
LUMO: 0.513 eV
HOMO level: -8.648 eV

***

No. 6
C14H18FeNO3 as an isolated structure at a distorted geometry. Source: the OMol25 dataset; level of theory: the ωB97M-V functional and the def2-TZVPD basis.

CARTESIAN COORDINATES (ANGSTROEM)
Fe1 -0.876 3.120 3.194
O1 -1.420 5.043 5.213
O2 1.617 4.520 2.835
O3 -1.618 5.168 1.260
N1 -0.261 -1.196 -0.488
C1 -1.455 1.111 2.819
C2 -0.162 0.920 3.362
C3 1.009 -2.645 -3.952
C4 0.266 -0.056 0.217
C5 -1.647 1.254 1.392
C6 0.932 -0.425 1.495
C7 -1.237 4.075 4.591
C8 0.363 -1.355 -1.854
C9 -0.737 1.074 0.393
C10 0.912 -3.808 -4.954
C11 0.920 0.280 2.671
C12 -1.443 4.268 1.979
C13 0.679 3.852 3.002
C14 0.144 -2.641 -2.672
H1 1.151 -4.777 -4.502
H2 -0.016 -0.476 -2.388
H3 1.055 0.397 -0.400
H4 -1.279 -1.102 -0.626
H5 -0.002 1.009 4.446
H6 0.372 -3.525 -2.054
H7 -0.924 -2.702 -2.932
H8 1.863 0.325 3.221
H9 2.062 -2.563 -3.645
H10 -2.346 0.954 3.442
H11 -0.605 1.850 -0.371
H12 -2.619 1.711 1.138
H13 1.418 -1.192 -1.633
H14 1.682 -1.217 1.362
H15 1.645 -3.633 -5.754
H16 -0.163 -2.023 0.131
H17 -0.072 -3.874 -5.432
H18 0.792 -1.721 -4.506

Calculated values
Gap between HOMO and LUMO (spin up / spin down): 6.7 / 5.6 eV
Relative energy (zero: lowest compared OMol25 entry of this formula, charge and spin): 3.1 kcal per mole
Spin multiplicity: 5
LUMO (spin up / spin down): -2.708 / -5.751 eV
Charge: +1
HOMO level (spin up / spin down): -9.418 / -11.311 eV
<S²>: 6.12